1.
C9H16Cl2IrN2O2P | wB97M-V/def2-TZVPD

```
33
Properties=species:S:1:pos:R:3
C 0.958 -3.995 -1.401
C 0.817 -3.263 -0.122
H 0.007 -4.480 -1.624
H 1.755 -4.740 -1.324
H 1.218 -3.300 -2.220
O -0.254 -2.882 0.351
Cl 2.285 -2.779 0.628
Ir -0.450 1.417 0.678
P -0.152 1.430 -1.472
C -1.524 1.912 -2.549
C 1.261 2.491 -1.857
H 1.369 -0.445 -1.852
H 0.538 0.113 -3.356
H -0.325 -0.929 -2.161
C 0.410 -0.121 -2.284
H 2.131 2.125 -1.306
H 1.437 2.447 -2.935
H -1.115 2.027 -3.557
H -1.943 2.858 -2.199
H 1.036 3.505 -1.526
H -2.297 1.137 -2.542
C -2.266 1.369 0.308
O -3.435 1.472 0.216
Cl 0.467 3.482 1.139
N 0.327 -0.522 2.658
C 0.235 -0.950 3.924
C -0.509 -0.006 4.619
C -0.845 1.003 3.719
N -0.322 0.643 2.510
H 0.723 -1.014 1.837
H 0.715 -1.858 4.223
H -0.794 -0.034 5.643
H -1.457 1.888 3.835
```

Total charge   +2
E_LUMO (spin up / spin down)   -0.2501 / -0.4413 Eh
Spin multiplicity   5
HOMO (spin up / spin down)   -15.0 / -16.7 eV
F_max   10.01 eV/Å
Gap between HOMO and LUMO (spin up / spin down)   8.23 / 4.71 eV

2.
C3H7O3PS | wB97M-V/def2-TZVPD

```
15
Properties=species:S:1:pos:R:3
C 2.271 -0.045 -0.300
C 0.871 -0.594 0.125
C -0.325 0.255 -0.246
S -0.219 2.157 0.586
P -1.968 -0.469 0.213
O -1.988 -0.967 1.630
O -2.566 -1.349 -0.868
O -2.772 1.011 0.125
H 2.258 0.979 0.019
H 2.276 -0.085 -1.448
H 2.979 -0.726 0.208
H 0.689 -1.673 -0.253
H 0.745 -0.468 1.235
H -0.324 0.432 -1.263
H -1.927 1.540 0.238
```

Total charge   -2
E_LUMO   0.2266 Eh
Spin multiplicity   1
HOMO   0.2 eV
F_max   2.80 eV/Å
Gap between HOMO and LUMO   5.98 eV

3.
CH4O2P2 | wB97M-V/def2-TZVPD

```
9
Properties=species:S:1:pos:R:3
C 1.871 -1.374 0.354
O -3.553 0.709 0.187
O -1.163 1.373 -0.522
P -2.164 0.292 0.131
P 1.908 -0.419 -1.027
H 2.764 -1.922 0.896
H 1.096 -1.192 1.046
H -1.380 2.383 -0.307
H 0.621 0.150 -0.757
```

E_LUMO (spin up / spin down)   -0.0118 / -0.1309 Eh
Spin multiplicity   3
HOMO (spin up / spin down)   -6.4 / -9.1 eV
F_max   5.45 eV/Å
Gap between HOMO and LUMO (spin up / spin down)   6.07 / 5.53 eV

4.
C3H4FNS | wB97M-V/def2-TZVPD

```
10
Properties=species:S:1:pos:R:3
C 0.406 0.869 0.759
C -0.679 0.181 1.120
C -0.055 -0.805 -1.212
N 1.111 0.537 -0.367
F 1.292 1.634 -1.231
S -1.378 -0.916 -0.053
H 0.778 1.694 1.349
H -1.191 0.257 2.058
H -0.322 -0.457 -2.201
H 0.658 -1.611 -1.169
```

E_LUMO   0.0138 Eh
Spin multiplicity   1
HOMO   -8.3 eV
F_max   4.04 eV/Å
Gap between HOMO and LUMO   8.70 eV

5.
C2HIN3 | wB97M-V/def2-TZVPD

```
7
Properties=species:S:1:pos:R:3
C -1.013 0.617 -0.002
C 1.072 -0.104 -0.073
N -1.289 -0.539 0.064
N 0.648 -1.242 -0.013
N -0.586 -1.585 0.011
I 2.531 1.233 0.008
H -1.363 1.621 0.005
```

Total charge   +1
E_LUMO (spin up / spin down)   -0.2994 / -0.3025 Eh
Spin multiplicity   1
HOMO (spin up / spin down)   -14.9 / -14.5 eV
F_max   2.89 eV/Å
Gap between HOMO and LUMO (spin up / spin down)   6.72 / 6.26 eV

6.
C8H13N4O | wB97M-V/def2-TZVPD

```
26
Properties=species:S:1:pos:R:3
C 1.418 1.628 -1.651
C -0.431 -1.261 0.487
C 0.793 0.623 -2.452
C 0.157 -0.481 -1.816
C -0.327 0.536 2.013
C -0.137 -1.758 -2.465
C -0.371 1.691 1.014
C -0.334 -1.644 2.816
N 1.960 2.510 -1.153
N -0.317 -0.731 1.729
N -0.561 0.897 3.284
N 0.973 0.621 -3.870
O -0.033 -0.373 -0.442
H 0.726 -2.463 -2.620
H -0.479 -1.571 -3.439
H -0.855 -2.232 -1.951
H -1.058 1.412 0.109
H 0.753 1.895 0.698
H -0.820 2.542 1.512
H 0.652 -1.917 3.238
H -0.924 -1.156 3.634
H -0.795 -2.626 2.470
H -0.859 1.806 3.452
H -0.684 0.343 4.125
H 1.435 1.337 -4.249
H 0.120 0.371 -4.470
```

Total charge   +1
E_LUMO   -0.1639 Eh
Spin multiplicity   1
HOMO   -11.7 eV
F_max   5.77 eV/Å
Gap between HOMO and LUMO   7.26 eV

7.
C37H40BrClIN2O4PS | wB97M-V/def2-TZVPD

```
88
Properties=species:S:1:pos:R:3
C 2.158 -2.485 3.084
C 1.767 -1.176 3.783
O 0.732 -0.470 3.132
C 1.065 -0.060 1.803
C 0.524 1.323 1.576
C 0.993 2.406 2.322
C 2.119 2.259 3.305
O 3.288 1.620 2.773
C 3.711 1.989 1.525
C 4.203 0.976 0.705
C 4.673 1.273 -0.569
C 4.654 2.586 -1.033
C 4.171 3.595 -0.204
C 3.707 3.308 1.075
C 0.407 3.658 2.160
C -0.656 3.850 1.287
C -1.088 2.779 0.513
C -0.477 1.535 0.626
N -0.804 0.468 -0.268
C -0.081 0.717 -1.569
C 1.314 0.140 -1.668
C 2.108 0.921 -2.712
O 1.249 -1.233 -2.046
C 1.843 -2.119 -1.130
C 3.350 -2.185 -1.222
C 4.082 -2.584 -0.103
C 5.468 -2.682 -0.158
C 6.140 -2.368 -1.337
C 5.416 -1.967 -2.455
C 4.028 -1.873 -2.397
C -2.197 0.305 -0.514
C -2.723 -0.982 -0.621
Br -1.525 -2.413 -0.284
C -4.060 -1.220 -0.964
C -4.525 -2.651 -1.129
Cl -5.029 -2.939 -2.836
C -5.582 -3.129 -0.111
C -5.125 -4.378 0.649
C -4.907 -0.107 -1.142
P -6.652 -0.260 -1.680
N -6.948 0.348 -3.102
C -4.420 1.196 -0.979
C -5.317 2.406 -1.123
C -5.653 3.068 0.199
O -5.227 4.103 0.586
I -7.077 2.045 1.493
C -3.057 1.388 -0.699
S -2.395 3.025 -0.639
H 2.261 -3.285 3.814
H 1.404 -2.766 2.352
H 3.115 -2.388 2.573
H 2.652 -0.546 3.913
H 1.383 -1.399 4.777
H 0.580 -0.737 1.105
H 2.146 -0.093 1.670
H 1.824 1.622 4.135
H 2.382 3.242 3.698
H 4.217 -0.043 1.068
H 5.049 0.465 -1.183
H 5.026 2.810 -2.022
H 4.169 4.615 -0.561
H 3.336 4.105 1.702
H 0.759 4.497 2.746
H -1.126 4.820 1.205
H -0.028 1.791 -1.745
H -0.684 0.287 -2.369
H 1.855 0.226 -0.720
H 1.739 0.693 -3.711
H 3.167 0.692 -2.640
H 2.008 1.991 -2.536
H 1.424 -3.108 -1.321
H 1.572 -1.863 -0.102
H 3.565 -2.821 0.818
H 6.028 -3.001 0.710
H 7.218 -2.434 -1.375
H 5.936 -1.732 -3.373
H 3.461 -1.571 -3.266
H -3.664 -3.291 -1.027
H -6.476 -3.409 -0.664
H -5.813 -2.324 0.584
H -4.532 -4.133 1.526
H -4.548 -5.027 -0.009
H -5.991 -4.958 0.962
H -7.399 0.305 -0.641
H -6.907 -1.620 -1.589
H -7.664 1.063 -3.068
H -4.850 3.193 -1.713
H -6.238 2.127 -1.626
```

E_LUMO   -0.0018 Eh
Spin multiplicity   1
HOMO   -8.4 eV
F_max   1.15 eV/Å
Gap between HOMO and LUMO   8.33 eV

8.
C32H29N3OPPtS3SbSe4 | wB97M-V/def2-TZVPD

```
75
Properties=species:S:1:pos:R:3
Pt 0.727 0.648 -1.406
Se 4.374 3.960 -3.160
Sb 3.467 3.060 -1.114
Se 3.160 0.542 -1.269
Se 0.939 3.094 -1.101
Se 4.472 3.735 0.958
C -3.488 3.992 -1.674
C -2.874 2.709 -2.232
C -1.905 3.038 -3.363
C -2.254 1.908 -1.073
C -3.318 1.178 -0.274
O -3.464 -0.078 -1.025
C -2.262 -0.239 -1.611
N -1.466 0.758 -1.598
C -2.084 -1.550 -2.321
C -3.256 -2.123 -2.813
C -3.210 -3.291 -3.558
C -1.987 -3.893 -3.810
C -0.825 -3.334 -3.304
C -0.850 -2.161 -2.549
P 0.702 -1.553 -1.764
C 0.788 -2.638 -0.299
C 1.913 -2.486 0.514
C 2.006 -3.176 1.710
C 0.971 -4.005 2.121
C -0.155 -4.147 1.327
C -0.247 -3.465 0.119
C 1.973 -2.208 -2.892
C 2.251 -1.453 -4.031
C 3.199 -1.886 -4.941
C 3.897 -3.066 -4.710
C 3.641 -3.809 -3.569
C 2.678 -3.382 -2.661
H -3.904 4.599 -2.481
H -2.717 4.585 -1.176
H -4.286 3.803 -0.954
H -3.676 2.082 -2.647
H -1.147 3.751 -3.042
H -2.460 3.469 -4.201
H -1.370 2.156 -3.715
H -1.603 2.530 -0.460
H -4.293 1.660 -0.255
H -2.965 0.913 0.722
H -4.203 -1.643 -2.611
H -4.127 -3.721 -3.940
H -1.935 -4.805 -4.392
H 0.128 -3.815 -3.485
H 2.689 -1.783 0.232
H 2.871 -3.025 2.342
H 1.033 -4.517 3.073
H -0.977 -4.773 1.651
H -1.140 -3.584 -0.482
H 1.756 -0.498 -4.168
H 3.423 -1.280 -5.809
H 4.658 -3.389 -5.409
H 4.196 -4.718 -3.374
H 2.484 -3.965 -1.769
S -1.570 4.655 4.731
C -0.968 3.217 4.086
S -1.372 2.682 2.503
C -0.421 1.228 2.681
N 0.186 1.176 3.835
N -0.124 2.303 4.602
C 0.542 2.350 5.859
C 1.824 1.813 5.936
C 2.505 1.829 7.141
C 1.920 2.370 8.278
C 0.640 2.895 8.194
C -0.055 2.889 6.992
S -0.412 0.052 1.444
H 2.268 1.396 5.044
H 3.507 1.420 7.184
H 2.459 2.385 9.218
H 0.167 3.320 9.071
H -1.047 3.305 6.925
```

Total charge   -2
E_LUMO   0.1333 Eh
Spin multiplicity   1
HOMO   -1.8 eV
F_max   0.83 eV/Å
Gap between HOMO and LUMO   5.39 eV

9.
C3H2Cl2NdO4Ru | wB97M-V/def2-TZVPD

```
13
Properties=species:S:1:pos:R:3
Nd 2.912 -0.835 -1.377
Ru -1.148 0.333 0.513
Cl 2.345 1.098 -2.989
Cl 2.658 -0.086 1.790
C -0.977 -1.066 1.646
C 2.410 -2.099 -3.498
C 3.260 -3.270 -0.922
O -0.974 -1.908 2.470
O 2.484 -2.600 -4.527
O 3.770 -4.287 -0.667
O -0.914 2.425 -0.090
H -1.883 2.593 -0.206
H -0.593 2.765 0.782
```

Total charge   +4
E_LUMO (spin up / spin down)   -0.6272 / -0.7625 Eh
Spin multiplicity   9
HOMO (spin up / spin down)   -24.8 / -24.9 eV
F_max   13.05 eV/Å
Gap between HOMO and LUMO (spin up / spin down)   7.74 / 4.11 eV

10.
C4H7NS2 | wB97M-V/def2-TZVPD

```
14
Properties=species:S:1:pos:R:3
C 2.939 -0.483 0.213
S 1.300 -1.108 -0.241
N 0.352 0.254 -0.161
C -0.916 0.149 -0.130
C -1.736 1.423 -0.068
C -1.649 -1.100 -0.091
S -3.253 -1.215 0.030
H 2.810 0.255 1.006
H 3.389 -0.114 -0.746
H 3.590 -1.266 0.613
H -2.293 1.425 0.903
H -1.030 2.274 -0.167
H -2.416 1.534 -0.943
H -1.086 -2.028 -0.219
```

E_LUMO   -0.0426 Eh
Spin multiplicity   1
HOMO   -8.5 eV
F_max   1.44 eV/Å
Gap between HOMO and LUMO   7.33 eV

11.
C39H64FN3O4PS2W | wB97M-V/def2-TZVPD

```
115
Properties=species:S:1:pos:R:3
W 0.036 -0.029 0.545
C 1.227 2.840 0.148
N 0.404 2.401 -0.994
C -0.696 3.332 -1.250
C 1.206 2.275 -2.209
C 2.269 1.179 -2.112
N 1.767 -0.095 -1.551
C 2.941 -0.880 -1.104
C 2.701 -2.207 -0.405
C 3.824 -2.992 -0.200
C 3.749 -4.211 0.454
C 2.485 -4.668 0.804
C 1.323 -3.937 0.604
C 1.449 -2.634 0.069
O 0.426 -1.784 -0.037
C -0.030 -4.508 1.022
C 0.014 -6.036 1.173
C -0.425 -3.905 2.376
C -1.115 -4.179 -0.015
C 5.030 -4.958 0.793
C 5.832 -5.248 -0.482
C 4.772 -6.291 1.500
C 5.854 -4.073 1.740
C 1.106 -0.857 -2.637
C -0.144 -0.221 -3.183
C -0.246 0.001 -4.543
C -1.395 0.548 -5.103
C -2.478 0.731 -4.257
C -2.437 0.502 -2.883
C -1.206 0.118 -2.313
O -0.967 0.104 -1.007
C -3.737 0.646 -2.094
C -4.272 2.080 -2.207
C -4.766 -0.329 -2.692
C -3.597 0.309 -0.609
C -1.402 0.933 -6.574
C -0.297 1.976 -6.807
C -2.729 1.548 -7.025
C -1.132 -0.306 -7.439
H 2.083 3.446 -0.194
H 0.610 3.475 0.790
H 2.570 1.209 0.423
H -0.325 4.344 -1.456
H -1.266 2.984 -2.110
H -1.352 3.358 -0.381
H 0.530 2.050 -3.035
H 1.719 3.227 -2.439
H 2.680 1.015 -3.121
H 3.092 1.542 -1.492
H 3.584 -1.084 -1.981
H 3.535 -0.258 -0.418
H 4.774 -2.614 -0.549
H 2.401 -5.634 1.264
H 0.621 -6.337 2.023
H -0.994 -6.409 1.346
H 0.400 -6.509 0.272
H 0.363 -4.063 3.111
H -0.590 -2.834 2.280
H -1.344 -4.364 2.736
H -0.823 -4.537 -1.002
H -2.053 -4.658 0.263
H -1.295 -3.105 -0.068
H 5.255 -5.876 -1.156
H 6.092 -4.333 -1.006
H 6.753 -5.768 -0.226
H 4.190 -6.964 0.874
H 5.726 -6.772 1.716
H 4.253 -6.136 2.443
H 6.154 -3.148 1.255
H 5.265 -3.819 2.618
H 6.752 -4.598 2.062
H 1.831 -0.992 -3.458
H 0.855 -1.853 -2.256
H 0.602 -0.247 -5.166
H -3.404 1.079 -4.680
H -4.357 2.396 -3.244
H -5.256 2.143 -1.750
H -3.612 2.771 -1.688
H -5.018 -0.075 -3.718
H -4.378 -1.346 -2.677
H -5.681 -0.305 -2.104
H -2.943 1.022 -0.104
H -4.573 0.364 -0.128
H -3.208 -0.700 -0.462
H -0.476 2.856 -6.191
H 0.683 1.577 -6.560
H -0.287 2.284 -7.851
H -2.967 2.436 -6.445
H -2.649 1.842 -8.070
H -3.543 0.832 -6.939
H -0.180 -0.765 -7.190
H -1.918 -1.044 -7.290
H -1.112 -0.029 -8.491
C -0.677 -0.057 6.358
C -0.916 -0.803 5.059
O -1.294 0.106 4.012
P -0.285 0.701 2.944
S -1.499 1.904 1.716
S 1.315 -0.944 2.618
O 0.534 1.736 3.850
C 1.549 2.592 3.250
C 2.454 2.993 4.407
H -0.415 -0.763 7.142
H -1.575 0.482 6.654
H 0.131 0.658 6.232
H -1.760 -1.493 5.151
H -0.020 -1.357 4.750
H 1.025 3.468 2.851
H 2.784 1.167 2.601
H 1.860 3.468 5.184
H 3.214 3.682 4.056
H 2.928 2.104 4.816
N 2.303 1.983 2.220
C 1.653 1.570 0.926
F -1.513 -0.946 1.300
```

E_LUMO (spin up / spin down)   -0.0290 / -0.0550 Eh
Spin multiplicity   2
HOMO (spin up / spin down)   -7.5 / -8.0 eV
F_max   2.58 eV/Å
Gap between HOMO and LUMO (spin up / spin down)   6.69 / 6.46 eV

12.
C29H41N6PRhS | wB97M-V/def2-TZVPD

```
79
Properties=species:S:1:pos:R:3
Rh 0.791 0.364 -0.182
C 1.972 7.581 -1.209
C 1.317 6.951 0.031
C 2.191 7.229 1.268
C -0.065 7.577 0.223
C 1.228 5.445 -0.126
C 2.309 4.691 -0.590
C 2.198 3.318 -0.691
N 1.083 2.650 -0.408
C 0.019 3.351 0.005
C 0.079 4.729 0.195
C -1.221 2.594 0.226
C -2.464 3.194 0.089
C -3.642 2.473 0.276
C -3.486 1.134 0.634
C -2.218 0.592 0.733
N -1.103 1.285 0.513
C -4.992 3.142 0.143
C -6.177 2.171 0.220
C -5.088 3.858 -1.218
C -5.117 4.158 1.286
H 1.917 8.665 -1.133
H 1.454 7.287 -2.121
H 3.024 7.312 -1.290
H 2.284 8.306 1.399
H 3.189 6.809 1.148
H 1.736 6.807 2.162
H 0.011 8.661 0.256
H -0.509 7.255 1.163
H -0.725 7.320 -0.604
H 3.234 5.164 -0.875
H 3.031 2.732 -1.060
H -0.788 5.225 0.593
H -2.513 4.233 -0.190
H -4.341 0.505 0.820
H -2.100 -0.448 1.005
H -6.171 1.476 -0.618
H -7.110 2.729 0.167
H -6.190 1.638 1.170
H -4.901 3.177 -2.047
H -4.377 4.680 -1.272
H -6.088 4.270 -1.335
H -5.078 3.672 2.260
H -6.068 4.677 1.207
H -4.318 4.895 1.235
S 0.006 -0.658 -2.184
C -0.382 -2.018 -1.153
C -0.915 -3.224 -1.599
C -1.148 -4.216 -0.653
C -0.856 -3.968 0.685
C -0.327 -2.732 1.037
N -0.096 -1.788 0.138
H -1.130 -3.369 -2.648
H -1.558 -5.170 -0.951
H -1.037 -4.705 1.452
H -0.083 -2.492 2.062
C 6.110 0.164 -0.630
N 5.731 0.030 0.845
C 5.848 -1.445 1.232
N 5.057 -2.234 0.369
C 5.485 -2.095 -1.012
N 5.329 -0.709 -1.418
C 3.948 -0.326 -1.551
P 3.036 -0.384 0.088
C 4.355 0.514 1.104
C 3.635 -2.102 0.553
H 7.173 -0.080 -0.723
H 5.954 1.204 -0.931
H 6.390 0.582 1.402
H 5.527 -1.551 2.271
H 6.898 -1.738 1.145
H 4.887 -2.743 -1.654
H 6.533 -2.390 -1.098
H 3.456 -1.010 -2.250
H 3.868 0.676 -1.980
H 4.130 0.367 2.167
H 4.290 1.588 0.896
H 3.128 -2.847 -0.064
H 3.373 -2.313 1.594
```

Total charge   +3
E_LUMO (spin up / spin down)   -0.4003 / -0.4005 Eh
Spin multiplicity   1
HOMO (spin up / spin down)   -16.7 / -16.7 eV
F_max   3.10 eV/Å
Gap between HOMO and LUMO (spin up / spin down)   5.78 / 5.77 eV